1.
34
Properties=species:S:1:pos:R:3:nbo_charge:R:1 method="wB97M-V/def2-TZVPD" total_energy_ha=-841.134086 fmax_ha_per_bohr=0.0567 orbital_gap_ev=9.904 mol_weight_g_mol=199.17 charge=+1 homo_energy_ev=-13.3
O 0.096 -2.243 1.595 -1.003
H 0.435 -3.000 -0.108 0.560
H 1.591 -3.367 0.928 0.536
O -3.187 2.465 -0.517 -0.926
H -0.230 -1.368 1.328 0.517
H 2.050 -2.318 -0.117 0.546
O -0.763 -3.658 -0.530 -0.913
H 0.968 1.075 -0.191 0.498
H 3.054 2.722 -0.103 0.476
O -0.683 2.920 -1.520 -0.984
H -0.706 3.788 -1.918 0.481
H 3.681 -1.187 0.811 0.496
O -3.610 -0.663 0.198 -0.935
H 3.936 2.745 1.084 0.477
H -3.289 1.510 -0.418 0.497
O -0.459 -0.760 -3.107 -0.923
H 0.047 -1.049 -3.873 0.477
H -0.141 -2.330 2.525 0.505
O 1.598 -3.209 -0.029 -0.839
H -1.300 -4.400 -0.212 0.520
O 2.811 -1.036 0.487 -0.960
H -0.641 -4.135 -1.378 0.506
H -2.400 2.712 -0.034 0.454
O 0.196 3.695 1.597 -0.948
H 2.490 -0.350 1.085 0.525
H 0.320 4.623 1.823 0.485
O 0.397 0.899 0.560 -0.993
H -0.645 3.462 2.004 0.465
H -0.134 1.664 0.757 0.497
O 3.382 2.133 0.585 -0.952
H -1.570 2.609 -1.289 0.475
H -0.223 -1.341 -2.382 0.448
H -2.823 -1.219 0.119 0.459
H -4.250 -1.389 0.240 0.478


2.
37
Properties=species:S:1:pos:R:3:nbo_charge:R:1 method="wB97M-V/def2-TZVPD" total_energy_ha=-920.161847 fmax_ha_per_bohr=0.0165 orbital_gap_ev=9.448 mol_weight_g_mol=220.18 charge=0 homo_energy_ev=-10.5
He 0.336 -0.396 -0.552 0.001
O 0.910 2.627 2.857 -0.953
H 1.834 2.402 2.750 0.461
H 0.437 1.862 2.529 0.492
O 1.783 -1.807 1.937 -0.958
H 1.373 -2.427 2.539 0.485
H 2.401 -1.318 2.481 0.490
O -0.940 2.710 -2.398 -0.972
H -0.289 2.008 -2.416 0.485
H -0.684 3.256 -1.655 0.480
O 0.155 3.457 0.194 -0.969
H 1.005 3.611 -0.219 0.462
H 0.369 3.131 1.069 0.492
O -2.287 -2.813 -0.779 -0.952
H -3.184 -3.130 -0.878 0.488
H -2.238 -2.511 0.129 0.483
O -3.416 1.438 -0.675 -0.959
H -2.538 1.607 -1.018 0.496
H -3.835 2.299 -0.654 0.474
O 1.624 0.922 -2.939 -0.955
H 1.938 0.303 -2.281 0.494
H 1.906 1.778 -2.618 0.452
O -0.115 0.141 2.412 -0.965
H 0.359 -0.462 1.839 0.504
H -0.031 -0.241 3.285 0.482
O -2.803 0.864 2.132 -0.986
H -2.984 1.171 1.244 0.488
H -1.900 0.549 2.098 0.469
O 2.763 -0.918 -1.109 -0.958
H 3.373 -0.654 -0.420 0.465
H 2.368 -1.726 -0.783 0.497
O -0.955 -1.983 -2.941 -0.956
H -1.344 -2.450 -2.201 0.481
H -0.250 -2.557 -3.243 0.456
O 1.835 -3.672 -0.218 -0.946
H 2.133 -3.292 0.608 0.476
H 0.890 -3.780 -0.106 0.475


3.
37
Properties=species:S:1:pos:R:3:nbo_charge:R:1 method="wB97M-V/def2-TZVPD" total_energy_ha=-920.171127 fmax_ha_per_bohr=0.0227 orbital_gap_ev=9.945 mol_weight_g_mol=220.18 charge=0 homo_energy_ev=-10.3
He -0.261 0.020 -0.165 0.001
O -2.238 -2.111 0.954 -0.967
H -1.708 -2.897 1.083 0.456
H -2.271 -1.998 0.004 0.490
O -0.924 3.198 1.030 -0.969
H -0.137 2.870 0.595 0.489
H -1.344 3.758 0.377 0.471
O 3.867 1.272 0.660 -0.956
H 2.959 1.454 0.418 0.487
H 4.146 0.588 0.051 0.459
O 1.354 2.415 -0.149 -0.962
H 0.884 2.015 -0.880 0.502
H 1.628 3.270 -0.479 0.481
O 0.984 -1.506 -3.173 -0.961
H 1.488 -0.931 -2.597 0.486
H 1.472 -2.330 -3.177 0.478
O 0.745 -2.355 3.834 -0.964
H 0.742 -1.670 3.166 0.483
H 0.561 -3.162 3.353 0.448
O -1.201 0.957 2.438 -0.986
H -2.066 0.548 2.431 0.486
H -1.291 1.721 1.869 0.496
O 1.214 -0.285 2.265 -0.991
H 1.469 0.363 2.922 0.497
H 0.321 -0.041 2.021 0.511
O -3.743 1.117 -1.271 -0.927
H -3.857 0.475 -1.973 0.471
H -3.172 1.786 -1.649 0.457
O -1.958 -2.029 -1.748 -0.960
H -1.125 -1.777 -2.147 0.502
H -2.112 -2.921 -2.059 0.476
O 0.220 1.583 -2.416 -0.960
H -0.491 1.264 -2.972 0.498
H 0.955 1.709 -3.015 0.485
O 1.549 -2.007 -0.231 -0.974
H 1.934 -2.838 0.047 0.468
H 1.405 -1.525 0.583 0.500


4.
37
Properties=species:S:1:pos:R:3:nbo_charge:R:1 method="wB97M-V/def2-TZVPD" total_energy_ha=-3670.885643 fmax_ha_per_bohr=0.0224 orbital_gap_ev=9.233 mol_weight_g_mol=299.98 charge=0 homo_energy_ev=-9.9
Kr 0.045 -0.382 -0.051 0.001
O -1.435 -1.767 3.224 -0.962
H -0.514 -1.637 3.450 0.495
H -1.432 -2.515 2.627 0.461
O -2.771 0.657 2.719 -0.979
H -2.088 -0.011 2.670 0.478
H -2.666 1.166 1.915 0.479
O -1.350 -1.647 -3.468 -0.980
H -1.484 -1.978 -2.580 0.497
H -1.478 -0.701 -3.393 0.479
O -0.404 3.636 -0.752 -0.951
H -0.214 3.174 -1.569 0.471
H -0.366 4.563 -0.986 0.491
O -2.541 1.832 0.031 -0.962
H -2.162 1.176 -0.554 0.476
H -1.949 2.581 -0.032 0.485
O -1.412 -3.090 -1.147 -0.952
H -1.496 -3.037 -0.195 0.481
H -0.667 -3.673 -1.289 0.489
O 1.334 -1.464 3.509 -0.968
H 1.938 -1.009 2.923 0.501
H 1.375 -0.969 4.327 0.474
O 2.866 0.549 2.167 -0.987
H 3.532 0.854 2.784 0.485
H 2.330 1.321 1.991 0.508
O 1.175 -2.402 -3.851 -0.970
H 0.303 -2.072 -3.637 0.487
H 1.767 -1.692 -3.603 0.447
O 1.961 3.084 1.002 -0.949
H 1.371 2.857 0.283 0.488
H 2.839 2.968 0.638 0.470
O -2.226 0.861 -2.779 -0.945
H -1.805 1.603 -3.213 0.475
H -2.960 0.634 -3.350 0.493
O 3.733 -1.469 0.178 -0.949
H 3.351 -0.784 0.727 0.482
H 3.499 -1.219 -0.716 0.460